No. 1
DFT (wB97M-V/def2-TZVPD) results for a molecular structure, C6H7CuO6.

The electronic energy is -63259.88864 eV. Its highest occupied orbital energy (alpha / beta) is -3.264 / -4.483 eV. For the frontier orbital gap (alpha / beta), the calculation gives 6.42 / 7.64 eV.

Structure (ORCA input):
```
! wB97M-V def2-TZVPD RIJCOSX def2/J DEFGRID3
* xyz -1 2
O -0.7708 -0.0923 1.3722
O -2.6716 -0.9644 0.4089
C -3.4053 0.2270 0.2351
C -2.6496 0.9240 -0.8984
O -1.3281 0.4311 -0.7803
C -1.2939 -0.6151 0.2971
H -4.4404 -0.0240 -0.0231
H -3.4000 0.8304 1.1575
H -2.6654 2.0189 -0.8039
H -3.0599 0.6453 -1.8818
Cu 0.3500 1.3677 0.4054
O 1.7545 -1.0334 0.2329
O 3.7657 -0.2383 0.6823
C 0.8724 -1.5405 -0.6497
C -0.5363 -1.8291 -0.2888
O 2.1148 1.1238 -0.0530
C 2.6383 0.0368 0.2855
H 1.1429 -1.2899 -1.6773
H -1.0828 -2.1844 -1.1756
H -0.5749 -2.6353 0.4583
*
```

No. 2
DFT (wB97M-V/def2-TZVPD) results for 6 unconnected molecules or ions with the total composition C26H62Cl6N4O8.

The electronic energy is -125424.15845 eV. Its highest occupied orbital energy (alpha / beta) is -10.113 / -10.113 eV. For the frontier orbital gap (alpha / beta), the calculation gives 7.96 / 2.67 eV.

Structure (ORCA input):
```
! wB97M-V def2-TZVPD RIJCOSX def2/J DEFGRID3
* xyz 1 2
C 0.0270 0.9608 1.5229
Cl 0.3501 1.4237 3.2252
Cl -1.7432 1.2136 1.1024
Cl 0.4670 -0.7420 1.2049
H 0.7855 1.5000 0.9555
C 0.9810 -0.7599 5.8662
Cl 1.7977 0.6751 6.6439
Cl 0.9975 -2.0755 6.9461
Cl 1.8143 -1.2540 4.3897
H 0.0170 -0.4173 5.4901
C 1.6660 -1.5535 -5.2660
O 1.6334 -0.9859 -3.9861
C 2.1181 0.3079 -3.8607
C 2.4191 0.6113 -2.2732
N 2.4033 2.0479 -1.9819
C 3.5942 2.8555 -2.5518
C 3.4545 4.2539 -1.9863
O 3.8534 4.0633 -0.5321
C 3.5905 5.1396 0.3636
H 1.4153 -0.8060 -6.0187
H 1.0506 -2.4531 -5.2707
H 2.7000 -1.8613 -5.4216
H 1.2533 0.8598 -4.2290
H 3.0922 0.4150 -4.3378
H 3.4142 0.2545 -2.0075
H 1.7302 0.0980 -1.6023
H 2.4315 2.0986 -0.9735
H 3.7134 2.7884 -3.6332
H 4.5008 2.4394 -2.1125
H 2.4087 4.5606 -1.9704
H 4.0673 4.9004 -2.6145
H 4.3636 5.8759 0.1438
H 3.5123 4.9770 1.4386
H 2.6415 5.5913 0.0747
C 6.5436 -0.4497 -2.9426
O 7.0418 -1.0633 -1.7551
C 7.8073 -0.2829 -0.8106
C 6.9042 0.8264 -0.1450
N 5.8040 0.3385 0.6014
C 5.1695 1.4465 1.3830
C 3.7775 1.1908 2.0310
O 3.1616 2.4137 2.4456
C 3.7689 2.9109 3.6591
H 7.3248 -0.2115 -3.6644
H 6.0153 0.5012 -2.8724
H 5.9894 -1.1318 -3.5875
H 8.7771 0.0491 -1.1810
H 8.1041 -0.9208 0.0219
H 6.4135 1.5055 -0.8422
H 7.5987 1.3126 0.5401
H 5.1526 -0.0307 -0.0764
H 4.9259 2.2725 0.7149
H 5.8867 1.8351 2.1061
H 3.7473 0.4288 2.8098
H 3.0817 0.8005 1.2883
H 3.8249 2.1887 4.4737
H 3.3900 3.8770 3.9925
H 4.7923 3.1802 3.3981
C -1.5419 -2.5429 3.4222
O -2.6200 -3.3953 3.0257
C -2.2882 -4.7691 2.7694
C -3.6032 -5.4740 2.2957
N -4.0155 -5.3703 0.9450
C -4.5740 -4.0863 0.5678
C -5.5709 -4.3973 -0.6644
O -6.0949 -3.1222 -0.8931
C -6.6893 -3.0405 -2.1954
H -1.7012 -2.3391 4.4811
H -1.7205 -1.5461 3.0188
H -0.5244 -2.7568 3.0950
H -2.0265 -5.3054 3.6815
H -1.4606 -4.8464 2.0644
H -4.4371 -5.1497 2.9182
H -3.6632 -6.5619 2.3243
H -3.2543 -5.6848 0.3604
H -3.6984 -3.5008 0.2876
H -5.0675 -3.7512 1.4801
H -6.3482 -5.0995 -0.3631
H -4.9347 -4.6986 -1.4966
H -7.7537 -2.8514 -2.0563
H -6.7020 -3.9723 -2.7608
H -6.2864 -2.2982 -2.8844
C -1.6893 -1.0865 -1.7381
O -2.7598 -0.2423 -1.5551
C -4.0223 -0.8825 -1.5189
C -5.0463 0.1034 -0.8226
N -5.1531 1.3888 -1.6237
C -6.2398 2.2579 -1.2863
C -6.3702 2.5902 0.2075
O -5.3315 3.4100 0.5620
C -4.9787 3.5151 1.9326
H -1.7254 -1.9545 -1.0798
H -0.7619 -0.6440 -1.3746
H -1.5087 -1.2781 -2.7959
H -3.9900 -1.8285 -0.9784
H -4.1797 -1.1899 -2.5527
H -4.7106 0.1976 0.2101
H -5.9773 -0.4326 -0.6379
H -4.2902 1.9134 -1.6030
H -7.2154 1.7720 -1.2999
H -6.2615 3.2222 -1.7940
H -6.3977 1.6552 0.7671
H -7.3459 3.0446 0.3798
H -4.4067 4.4429 1.9349
H -4.7369 2.6242 2.5122
H -5.8486 3.9711 2.4054
*
```

Question: What is the electronic energy in the second record?
Answer: -125424.15845 eV

Question: The highest electronic energy belongs to which entry?
Answer: C6H7CuO6